47
Properties=species:S:1:pos:R:3 method="wB97M-V/def2-TZVPD" energy_ev=-54429.509 total_charge=0 gap_ha=0.329
C 2.516 -1.665 0.362
P 0.688 -1.686 0.910
O 0.711 -1.641 2.652
C -0.229 -0.049 0.387
C 0.238 1.069 1.540
N 0.553 2.048 2.360
C 0.301 0.555 -1.047
C -0.645 0.197 -2.338
N -1.631 -0.041 -3.179
C -1.865 -0.159 0.522
C -2.517 -1.532 -0.090
C -3.543 -2.172 1.040
N -4.707 -1.228 1.252
H 2.691 -2.025 -0.744
H 3.087 -2.459 1.048
H 3.067 -0.631 0.587
H -0.064 -2.226 2.932
H 0.266 1.743 -0.933
H 1.430 0.303 -1.290
H -2.096 -0.164 1.693
H -2.424 0.791 0.067
H -3.215 -1.231 -1.010
H -1.747 -2.305 -0.516
H -2.961 -2.227 2.068
H -3.883 -3.280 0.770
H -5.207 -1.131 0.332
H -5.372 -1.592 1.984
C 2.739 6.092 2.255
S 0.930 6.082 2.255
O 0.472 7.509 2.200
C 0.743 5.517 3.963
H 3.083 6.454 1.283
H 3.110 6.755 3.040
H 3.110 5.076 2.414
H 1.236 6.215 4.644
H 1.178 4.521 4.067
H -0.322 5.472 4.200
C 0.048 -2.846 -4.582
S 0.403 -4.328 -3.607
O 0.447 -3.919 -2.165
C 2.112 -4.519 -4.168
H -0.970 -2.519 -4.358
H 0.749 -2.048 -4.320
H 0.126 -3.080 -5.646
H 2.686 -3.620 -3.933
H 2.124 -4.700 -5.246
H 2.553 -5.376 -3.654